No. 1
C48H63N5O3P2S4Sr as an isolated structure at a distorted geometry. Source: the OMol25 dataset; level of theory: the ωB97M-V functional and the def2-TZVPD basis.

Structure (XYZ):
```
126
C48H63N5O3P2S4Sr (the ωB97M-V functional and the def2-TZVPD basis)
Sr -1.238 -0.066 -1.089
C -3.416 3.088 -2.377
C -4.117 2.227 -1.335
N -3.559 0.884 -1.163
C -3.787 -0.044 -2.294
C -2.720 -0.109 -3.437
N -1.687 -1.149 -3.293
C -0.954 -1.408 -4.523
C -0.113 -0.225 -4.993
C 1.154 0.046 -4.184
N 0.967 0.508 -2.800
C 1.277 1.926 -2.600
C 0.098 2.830 -2.919
N -0.970 2.597 -1.947
C -2.038 3.608 -1.976
H -4.056 3.957 -2.555
H -3.358 2.567 -3.336
H -5.186 2.165 -1.581
H -4.036 2.724 -0.364
H -3.969 0.467 -0.334
H -4.732 0.212 -2.783
H -3.897 -1.053 -1.887
H -2.221 0.859 -3.541
H -3.292 -0.274 -4.359
H -2.123 -2.008 -2.932
H -1.635 -1.711 -5.331
H -0.292 -2.257 -4.327
H -0.722 0.681 -5.047
H 0.203 -0.430 -6.020
H 1.748 0.790 -4.731
H 1.749 -0.868 -4.170
H 1.565 -0.030 -2.179
H 2.145 2.236 -3.197
H 1.546 2.060 -1.547
H -0.276 2.626 -3.929
H 0.435 3.875 -2.904
H -0.529 2.660 -1.028
H -1.756 4.411 -2.666
H -2.109 4.069 -0.984
O -2.771 -3.240 -1.684
C -2.390 -3.156 -0.497
O -1.921 -2.112 0.042
C -2.543 -4.372 0.390
C -3.442 -5.359 -0.019
C -3.695 -6.465 0.769
C -3.040 -6.599 1.989
C -2.133 -5.633 2.387
C -1.859 -4.514 1.594
P -0.643 -3.246 2.196
C -1.587 -2.753 3.700
C -1.444 -3.302 4.972
C -2.241 -2.867 6.022
C -3.196 -1.883 5.815
C -3.353 -1.337 4.549
C -2.553 -1.767 3.501
C 0.715 -4.285 2.869
C 1.115 -5.482 2.276
C 2.285 -6.118 2.671
C 3.079 -5.572 3.667
C 2.700 -4.373 4.258
C 1.539 -3.734 3.854
H -3.936 -5.223 -0.971
H -4.402 -7.216 0.441
H -3.236 -7.451 2.629
H -1.627 -5.744 3.337
H -0.710 -4.077 5.152
H -2.114 -3.303 7.006
H -3.814 -1.543 6.636
H -4.089 -0.562 4.375
H -2.675 -1.330 2.518
H 0.511 -5.924 1.493
H 2.573 -7.047 2.194
H 3.989 -6.070 3.976
H 3.316 -3.931 5.032
H 1.271 -2.786 4.308
C 5.936 -1.371 -1.776
C 5.512 -0.605 -0.520
S 3.752 -0.215 -0.304
C 3.146 -1.497 0.819
C 3.014 -2.913 0.284
S 1.985 -3.132 -1.193
C 3.089 -2.729 -2.571
C 4.360 -3.545 -2.761
S 5.779 -3.176 -1.689
H 6.998 -1.182 -1.945
H 5.410 -1.002 -2.658
H 6.010 0.368 -0.539
H 5.864 -1.121 0.374
H 2.170 -1.108 1.107
H 3.783 -1.502 1.707
H 2.512 -3.521 1.048
H 3.984 -3.365 0.103
H 3.323 -1.666 -2.564
H 2.456 -2.919 -3.442
H 4.685 -3.438 -3.798
H 4.162 -4.604 -2.590
C 2.034 3.509 1.633
P 0.448 3.967 0.830
C -0.380 4.932 2.140
C -1.611 4.478 2.603
C -2.278 5.164 3.612
C -1.718 6.306 4.161
C -0.485 6.764 3.707
C 0.180 6.079 2.705
C 0.975 5.268 -0.343
C 2.178 5.133 -1.038
C 2.517 6.017 -2.053
C 1.656 7.051 -2.394
C 0.457 7.195 -1.709
C 0.119 6.311 -0.695
H 2.548 2.748 1.043
H 1.791 3.055 2.595
H 2.687 4.367 1.795
H -2.031 3.565 2.192
H -3.232 4.799 3.971
H -2.237 6.841 4.946
H -0.045 7.654 4.139
H 1.136 6.444 2.347
H 2.861 4.330 -0.787
H 3.458 5.899 -2.576
H 1.920 7.742 -3.183
H -0.217 8.004 -1.962
H -0.819 6.439 -0.165
O -1.758 0.976 1.886
S -0.301 0.692 1.982
N 0.445 0.449 0.741
```

## Properties
HOMO = -0.267 Eh
2S+1 = 1
frontier orbital gap = 7.59 eV
lowest unoccupied orbital energy = 0.34 eV

Here are the Löwdin charges for atoms 1 to 6, given in e: Sr 1.36; C -0.17; C -0.21; N -0.18; C -0.20; C -0.24


No. 2
A 12-piece molecular cluster, C48H63N9O6 overall at a distorted geometry. Source: the OMol25 dataset; level of theory: the ωB97M-V functional and the def2-TZVPD basis.

Structure (XYZ):
```
126
C48H63N9O6 (the ωB97M-V functional and the def2-TZVPD basis)
N 0.390 3.876 -2.933
C 0.216 3.004 -1.854
C 0.011 3.779 -0.742
C 0.021 5.180 -1.199
C 0.295 5.201 -2.523
H 0.653 3.720 -3.895
H 0.128 1.935 -2.005
H -0.200 3.433 0.267
H -0.076 6.039 -0.522
H 0.539 6.019 -3.206
N 3.328 3.611 -0.259
C 4.062 2.919 0.694
C 5.397 3.161 0.457
C 5.441 4.016 -0.724
C 4.154 4.256 -1.097
H 2.379 3.435 -0.495
H 3.519 2.321 1.440
H 6.236 2.810 1.046
H 6.349 4.458 -1.109
H 3.709 4.801 -1.906
N -5.634 -3.557 1.326
C -5.209 -2.505 2.103
C -4.133 -1.902 1.520
C -3.917 -2.682 0.312
C -4.819 -3.676 0.227
H -6.355 -4.191 1.622
H -5.708 -2.363 3.022
H -3.557 -1.060 1.801
H -3.175 -2.418 -0.403
H -4.962 -4.412 -0.547
N -2.598 1.840 4.232
C -3.742 2.116 4.968
C -4.296 0.915 5.217
C -3.594 -0.148 4.580
C -2.544 0.528 3.971
H -2.057 2.509 3.678
H -4.090 3.087 5.263
H -5.193 0.931 5.838
H -3.775 -1.200 4.573
H -1.749 0.151 3.341
N -0.450 -0.954 -0.471
C 0.747 -1.141 0.146
C 0.996 -0.072 0.925
C -0.168 0.745 0.901
C -1.087 0.117 0.084
H -0.824 -1.694 -1.043
H 1.330 -2.011 -0.123
H 1.863 0.117 1.537
H -0.373 1.614 1.489
H -2.113 0.333 -0.133
N 6.295 -2.831 1.027
C 5.660 -3.930 1.550
C 4.329 -3.667 1.640
C 4.163 -2.363 1.172
C 5.380 -1.831 0.779
H 7.195 -2.907 0.601
H 6.183 -4.840 1.780
H 3.568 -4.365 1.984
H 3.277 -1.729 1.219
H 5.609 -0.879 0.320
N -6.153 3.474 0.511
C -6.052 2.816 1.671
C -4.893 2.077 1.633
C -4.300 2.271 0.352
C -5.093 3.155 -0.298
H -6.748 4.202 0.155
H -6.765 2.890 2.484
H -4.547 1.477 2.447
H -3.438 1.833 -0.089
H -5.025 3.552 -1.305
N -0.796 -5.271 0.966
C -0.202 -4.392 1.810
C 0.722 -5.144 2.534
C 0.645 -6.475 2.092
C -0.286 -6.548 1.086
H -1.569 -5.026 0.405
H -0.354 -3.332 1.799
H 1.315 -4.680 3.302
H 1.311 -7.266 2.419
H -0.571 -7.301 0.359
N -2.179 -0.671 -3.123
C -0.969 -0.388 -3.685
C -0.344 -1.599 -3.838
C -1.185 -2.666 -3.377
C -2.351 -2.045 -2.993
H -2.843 0.049 -2.852
H -0.601 0.595 -3.942
H 0.664 -1.657 -4.189
H -1.020 -3.752 -3.365
H -3.346 -2.429 -2.717
O 1.241 -6.610 -4.418
C 1.705 -5.879 -3.628
O 0.929 -5.279 -2.687
C 1.738 -4.449 -1.845
C 3.132 -4.953 -1.931
C 3.195 -5.510 -3.351
H 1.347 -4.487 -0.835
H 1.724 -3.431 -2.234
H 3.294 -5.764 -1.228
H 3.874 -4.161 -1.830
H 3.807 -6.406 -3.503
H 3.456 -4.672 -3.989
O -1.377 3.865 2.711
C -1.800 4.945 2.554
O -1.172 6.009 3.061
C -1.752 7.264 2.514
C -2.578 6.833 1.350
C -2.950 5.416 1.741
H -0.894 7.833 2.169
H -2.306 7.852 3.292
H -1.986 6.730 0.436
H -3.470 7.467 1.247
H -3.131 4.712 0.934
H -3.830 5.312 2.386
O 3.562 -2.181 -4.009
C 3.648 -1.156 -3.494
O 2.874 -0.740 -2.492
C 3.198 0.540 -1.954
C 4.539 0.916 -2.558
C 4.632 -0.011 -3.769
H 3.177 0.489 -0.848
H 2.356 1.260 -2.246
H 5.354 0.850 -1.798
H 4.530 1.956 -2.852
H 5.624 -0.416 -3.938
H 4.254 0.455 -4.677
```

## Properties
HOMO = -0.289 Eh
structure (SMILES) = c1cc[nH]c1.c1cc[nH]c1.c1cc[nH]c1.c1cc[nH]c1.c1cc[nH]c1.c1cc[nH]c1.c1cc[nH]c1.c1cc[nH]c1.c1cc[nH]c1.O=C1CCCO1.O=C1CCCO1.O=C1CCCO1
2S+1 = 1
frontier orbital gap = 8.11 eV
lowest unoccupied orbital energy = 0.24 eV

Here are the Löwdin charges for atoms 1 to 6, given in e: N 0.01; C -0.14; C -0.10; C -0.10; C -0.14; H 0.14


No. 3
C48H64IrO4Te as an isolated structure at a distorted geometry. Source: the OMol25 dataset; level of theory: the ωB97M-V functional and the def2-TZVPD basis.

Structure (XYZ):
```
118
C48H64IrO4Te (the ωB97M-V functional and the def2-TZVPD basis)
Ir -0.335 1.911 1.142
C 3.562 1.227 -0.630
O 2.258 1.059 -0.072
C 2.018 1.869 1.036
C 2.184 1.285 2.317
C 2.366 -0.206 2.496
C 1.219 -1.186 2.289
C 1.528 -2.548 2.295
C 0.566 -3.547 2.219
C -0.770 -3.139 2.089
C -1.142 -1.808 2.064
C -2.600 -1.392 1.921
C -2.950 -0.947 0.508
C -3.300 -1.883 -0.461
C -3.570 -1.528 -1.787
C -3.369 -0.199 -2.141
C -3.043 0.780 -1.203
C -2.791 2.206 -1.653
C -1.332 2.432 -2.018
C -0.840 2.037 -3.247
C 0.499 2.204 -3.612
C 1.341 2.824 -2.697
C 0.893 3.231 -1.444
C 1.810 3.933 -0.466
C 1.970 3.278 0.892
C 2.057 4.065 2.034
C 2.182 3.517 3.306
C 2.237 2.125 3.414
C 2.232 4.368 4.571
C 3.497 4.027 5.370
C 2.245 5.863 4.256
C 0.989 4.053 5.416
C -0.446 3.028 -1.107
O -0.895 3.465 0.125
C 0.971 1.715 -4.980
C 0.721 0.205 -5.085
C 0.183 2.441 -6.078
C 2.461 1.971 -5.199
C -2.929 0.396 0.126
O -2.753 1.369 1.094
C -3.943 1.992 1.600
C -4.153 -2.555 -2.765
C -5.519 -3.003 -2.224
C -3.245 -3.781 -2.896
C -4.357 -1.966 -4.160
C -0.143 -0.813 2.252
O -0.530 0.428 2.471
C 0.979 -5.016 2.323
C 2.070 -5.341 1.293
C 1.537 -5.270 3.730
C -0.202 -5.956 2.087
H 4.329 1.113 0.141
H 3.667 2.200 -1.107
H 3.682 0.457 -1.388
H 2.734 -0.358 3.514
H 3.187 -0.529 1.847
H 2.574 -2.822 2.391
H -1.552 -3.882 1.995
H -2.807 -0.589 2.627
H -3.229 -2.242 2.186
H -3.402 -2.919 -0.151
H -3.513 0.115 -3.166
H -3.076 2.920 -0.884
H -3.408 2.398 -2.531
H -1.529 1.577 -3.946
H 2.382 2.992 -2.946
H 1.432 4.944 -0.298
H 2.796 4.054 -0.924
H 1.989 5.137 1.908
H 2.329 1.670 4.393
H 4.394 4.173 4.766
H 3.492 2.997 5.727
H 3.567 4.677 6.244
H 3.104 6.143 3.644
H 2.306 6.425 5.188
H 1.335 6.180 3.743
H 0.940 2.996 5.682
H 0.075 4.307 4.876
H 1.009 4.630 6.342
H -0.332 -0.043 -4.939
H 1.302 -0.339 -4.336
H 1.015 -0.159 -6.072
H -0.878 2.193 -6.044
H 0.560 2.154 -7.061
H 0.279 3.523 -5.978
H 3.076 1.466 -4.450
H 2.700 3.036 -5.178
H 2.753 1.587 -6.177
H -4.823 1.499 1.190
H -3.940 3.045 1.316
H -3.940 1.904 2.685
H -5.426 -3.496 -1.255
H -5.984 -3.707 -2.916
H -6.188 -2.149 -2.104
H -3.115 -4.297 -1.942
H -2.261 -3.506 -3.281
H -3.687 -4.497 -3.591
H -5.045 -1.119 -4.148
H -4.785 -2.727 -4.813
H -3.416 -1.638 -4.608
H 2.966 -4.737 1.439
H 1.716 -5.190 0.270
H 2.367 -6.387 1.385
H 2.428 -4.671 3.920
H 1.808 -6.321 3.841
H 0.797 -5.025 4.494
H -0.644 -5.821 1.096
H -0.986 -5.822 2.833
H 0.139 -6.990 2.155
C -0.079 -3.224 -1.138
Te 0.634 -1.282 -0.782
C 2.596 -2.053 -0.737
H 0.354 -3.581 -2.072
H -1.158 -3.192 -1.199
H 0.240 -3.843 -0.301
H 2.539 -2.997 -0.200
H 3.254 -1.360 -0.226
H 2.934 -2.214 -1.759
```

## Properties
HOMO (alpha / beta) = -0.345 / -0.387 Eh
2S+1 = 5
total charge = +1
frontier orbital gap (alpha / beta) = 7.43 / 5.62 eV
lowest unoccupied orbital energy (alpha / beta) = -1.94 / -4.91 eV

Here are the Löwdin charges for atoms 1 to 6, given in e: Ir 1.42; C -0.04; O -0.26; C -0.35; C -0.16; C -0.05


No. 4
C48H66BN8P3SiTi as an isolated structure at a distorted geometry. Source: the OMol25 dataset; level of theory: the ωB97M-V functional and the def2-TZVPD basis.

Structure (XYZ):
```
128
C48H66BN8P3SiTi (the ωB97M-V functional and the def2-TZVPD basis)
Ti 0.267 0.714 0.388
C 2.033 0.565 4.357
C 1.732 -0.863 3.897
C 2.998 -1.509 3.330
P 0.247 -0.840 2.745
C -1.109 -0.721 4.067
C -2.475 -0.839 3.403
C -1.040 -1.693 5.243
C 0.068 -2.590 2.231
C 0.448 -3.649 3.060
C 0.204 -4.960 2.689
C -0.426 -5.232 1.484
C -0.774 -4.189 0.641
C -0.527 -2.859 0.990
Si -1.022 -1.466 -0.239
C -2.894 -1.264 0.156
C -3.666 -2.399 0.421
C -4.991 -2.299 0.813
C -5.578 -1.049 0.938
C -4.836 0.087 0.666
C -3.498 -0.008 0.282
P -2.462 1.458 -0.076
C -3.199 2.900 0.886
C -3.400 2.497 2.351
C -4.450 3.627 0.389
C -2.960 1.734 -1.873
C -2.585 3.147 -2.352
C -4.408 1.407 -2.236
C -0.975 -2.356 -1.957
C -2.193 -2.876 -2.415
C -2.266 -3.706 -3.522
C -1.108 -4.069 -4.187
C 0.107 -3.557 -3.768
C 0.191 -2.681 -2.684
P 1.800 -1.920 -2.258
C 2.795 -3.494 -1.917
C 4.314 -3.322 -1.915
C 2.334 -4.139 -0.615
C 2.575 -1.574 -3.960
C 3.630 -0.477 -3.791
C 1.659 -1.206 -5.129
H 2.883 0.569 5.042
H 1.184 1.014 4.876
H 2.286 1.195 3.500
H 1.413 -1.448 4.758
H 3.586 -0.774 2.785
H 2.783 -2.354 2.674
H 3.619 -1.877 4.148
H -1.007 0.291 4.477
H -2.644 -1.859 3.055
H -2.564 -0.171 2.551
H -3.265 -0.591 4.114
H -1.049 -2.729 4.909
H -1.932 -1.539 5.854
H -0.180 -1.529 5.891
H 0.946 -3.458 4.002
H 0.501 -5.771 3.342
H -0.630 -6.256 1.194
H -1.230 -4.411 -0.319
H -3.214 -3.381 0.339
H -5.565 -3.193 1.026
H -6.613 -0.958 1.241
H -5.309 1.053 0.749
H -2.371 3.619 0.846
H -4.292 1.885 2.473
H -3.516 3.390 2.968
H -2.555 1.930 2.732
H -5.339 3.000 0.414
H -4.337 4.029 -0.613
H -4.634 4.470 1.059
H -2.339 1.006 -2.398
H -3.458 3.797 -2.352
H -2.213 3.118 -3.375
H -1.814 3.610 -1.731
H -5.117 2.041 -1.705
H -4.654 0.367 -2.035
H -4.541 1.582 -3.306
H -3.105 -2.626 -1.885
H -3.223 -4.085 -3.857
H -1.154 -4.738 -5.036
H 1.006 -3.842 -4.302
H 2.537 -4.168 -2.739
H 4.659 -2.760 -1.045
H 4.687 -2.831 -2.814
H 4.777 -4.310 -1.871
H 2.433 -3.452 0.229
H 2.934 -5.026 -0.397
H 1.292 -4.441 -0.678
H 3.082 -2.504 -4.231
H 3.157 0.467 -3.505
H 4.159 -0.316 -4.734
H 4.366 -0.731 -3.031
H 0.806 -1.872 -5.236
H 2.241 -1.259 -6.052
H 1.290 -0.192 -5.037
C 4.488 0.778 0.437
C 3.288 0.082 0.548
N 2.259 0.915 0.408
N 2.771 2.147 0.173
C 4.112 2.084 0.194
B 1.822 3.354 -0.140
N 0.918 3.494 1.105
C 0.809 4.477 2.020
C 0.117 3.984 3.108
C -0.156 2.660 2.783
N 0.314 2.366 1.571
N 0.965 2.892 -1.358
C 0.923 3.401 -2.606
C 0.359 2.461 -3.437
C 0.085 1.368 -2.610
N 0.437 1.650 -1.359
N 2.619 4.574 -0.524
C 3.551 4.609 -1.521
C 4.080 5.870 -1.561
C 3.401 6.561 -0.537
N 2.531 5.783 0.074
H 5.489 0.393 0.520
H 3.112 -0.963 0.725
H 4.721 2.958 0.043
H 1.237 5.443 1.827
H -0.149 4.505 4.010
H -0.644 1.913 3.382
H 1.281 4.391 -2.828
H 0.167 2.557 -4.491
H -0.331 0.406 -2.868
H 3.751 3.740 -2.128
H 4.840 6.248 -2.222
H 3.510 7.589 -0.233
```

## Properties
HOMO (alpha / beta) = -0.368 / -0.364 Eh
2S+1 = 2
total charge = +1
frontier orbital gap (alpha / beta) = 7.34 / 7.43 eV
lowest unoccupied orbital energy (alpha / beta) = -2.67 / -2.47 eV

Here are the Löwdin charges for atoms 1 to 6, given in e: Ti 0.61; C -0.11; C -0.52; C -0.10; P 1.08; C -0.51